71
Properties=species:S:1:pos:R:3 method="wB97M-V/def2-TZVPD" relative_energy_kcal_mol=3.88 total_energy_ev=-105256.2369 total_charge=+2 multiplicity=1 gap_ev=6.727 max_force_ev_per_a=0.64
Re 1.075 -0.656 1.227
Ge -1.173 1.430 -1.135
Si 1.587 1.160 3.119
O 1.997 -1.468 -0.229
N 0.173 -4.717 1.673
N 0.484 -2.564 1.688
C 2.771 -2.812 -1.986
C -4.564 -0.987 -0.818
C 1.329 -3.786 -0.310
C 2.014 -2.682 -0.824
C 0.042 -0.830 -4.386
C 0.185 3.968 -1.197
C -1.401 3.692 0.608
C -0.639 -0.030 1.567
C 1.766 2.281 4.571
C -1.094 4.961 1.070
C -0.152 5.732 0.399
C 1.371 -4.999 -1.013
C -3.254 -0.561 -0.941
C 0.476 5.244 -0.740
C 2.118 1.864 1.447
C -0.686 -0.302 -3.330
C 1.305 0.808 -2.518
C -0.293 0.811 2.778
C 2.309 -0.534 2.915
C 2.095 -5.116 -2.177
C -5.298 1.304 -0.636
C 0.665 -3.679 0.970
C -0.135 -2.930 2.875
C -5.585 -0.053 -0.667
C -0.741 3.173 -0.512
C 2.812 -4.016 -2.655
C 2.023 0.284 -3.576
C -0.341 -4.263 2.864
C -2.953 0.805 -0.899
C -0.062 0.530 -2.392
C -3.984 1.737 -0.745
C 1.391 -0.528 -4.512
H -4.796 -2.043 -0.845
H -1.601 5.359 1.939
H 1.812 1.427 -1.789
H 3.077 0.509 -3.679
H 1.375 1.804 5.471
H -6.610 -0.387 -0.578
H 1.181 5.862 -1.280
H -2.465 -1.296 -1.059
H -6.095 2.026 -0.528
H -1.746 -0.508 -3.261
H 0.074 6.730 0.750
H 3.404 -4.109 -3.555
H 0.227 -5.682 1.393
H 2.118 -6.056 -2.709
H 1.889 1.223 0.541
H 1.629 2.800 1.178
H 0.825 -5.861 -0.651
H 1.956 -0.928 -5.344
H -0.678 1.823 2.588
H -0.447 -1.457 -5.118
H -0.787 -4.921 3.588
H 1.241 3.225 4.421
H 3.357 -0.493 2.603
H 3.322 -1.950 -2.339
H 0.655 3.612 -2.103
H -0.380 -2.206 3.631
H 2.821 2.500 4.746
H 3.201 1.986 1.395
H -0.779 0.415 3.673
H 2.190 -1.336 3.641
H -1.671 -0.243 1.314
H -3.773 2.799 -0.725
H -2.157 3.107 1.120

---

48
Properties=species:S:1:pos:R:3 method="wB97M-V/def2-TZVPD" relative_energy_kcal_mol=85.03 total_energy_ev=-46245.4925 smiles="CCN(Cc1ccncc1)C(=O)c1cc(COc2ccc(OC)cc2Cl)on1" multiplicity=1 gap_ev=8.954 max_force_ev_per_a=1.15
Cl -4.963 -3.556 -1.810
O 0.836 -1.044 -2.310
O 0.110 -0.738 2.058
O -2.596 -2.225 -2.651
O -6.330 0.961 -0.110
N 2.330 -0.925 1.697
N 5.073 2.866 -0.258
N 1.536 -0.807 -1.178
C -3.215 0.006 -1.835
C 5.858 1.813 -0.110
C 1.044 -0.875 1.283
C -1.352 -1.768 -3.101
C -0.410 -1.437 -1.988
C -4.656 -1.879 -1.574
C 3.205 1.491 0.303
C 3.778 2.701 -0.055
C 0.741 -1.046 -0.164
C 5.393 0.559 0.250
C -5.592 -1.091 -0.942
C 3.110 0.527 3.559
C -0.538 -1.455 -0.630
C 3.485 -0.973 0.837
C 4.030 0.385 0.465
C 2.586 -0.837 3.125
C -3.445 -1.345 -2.034
C -6.133 2.332 0.140
C -4.151 0.809 -1.199
C -5.347 0.270 -0.745
H 1.637 -1.040 3.627
H 2.403 1.306 3.284
H 3.234 0.538 4.639
H -0.938 -2.596 -3.687
H -6.028 2.899 -0.790
H 6.912 1.987 -0.284
H 3.224 -1.486 -0.094
H 6.078 -0.268 0.361
H 3.169 3.586 -0.187
H -2.295 0.461 -2.166
H -6.518 -1.513 -0.590
H -5.256 2.503 0.773
H -1.385 -1.711 -0.032
H 4.265 -1.550 1.346
H 3.305 -1.618 3.392
H -3.922 1.853 -1.066
H -7.026 2.665 0.666
H 4.069 0.748 3.097
H -1.455 -0.900 -3.770
H 2.141 1.413 0.457

---

15
Properties=species:S:1:pos:R:3 method="wB97M-V/def2-TZVPD" relative_energy_kcal_mol=74.32 total_energy_ev=-10417.7807 multiplicity=1 gap_ev=9.431 max_force_ev_per_a=0.89
O -0.123 -0.450 0.288
O -1.442 1.005 -0.835
O -0.411 -0.156 -2.694
C 1.519 0.123 1.953
C -0.997 -1.120 -1.896
C 0.416 0.680 1.073
C -0.887 -0.192 -0.736
H 2.318 -0.316 1.344
H -0.399 -2.036 -1.717
H -1.409 1.048 -1.855
H 0.784 1.431 0.365
H 1.947 0.936 2.554
H 1.131 -0.644 2.634
H -0.405 1.111 1.656
H -2.041 -1.420 -2.135

---

51
Properties=species:S:1:pos:R:3 method="wB97M-V/def2-TZVPD" relative_energy_kcal_mol=0.00 total_energy_ev=-42244.7579 total_charge=+2 multiplicity=5 gap_ev="9.624 / 5.948" max_force_ev_per_a=0.19
Pt 0.408 0.095 -0.113
Si 0.238 -2.793 -1.900
O 5.411 3.832 -1.882
O 1.609 1.996 -3.571
O 0.372 0.843 -2.132
O 3.925 3.480 -3.495
O 0.679 -1.815 -0.708
N 3.201 1.492 0.624
N 2.174 1.178 -0.183
N -2.047 0.396 2.436
N -1.400 0.853 0.241
C -2.252 0.971 1.275
C -0.887 -0.451 2.732
C 4.400 3.326 -2.277
C -1.461 -2.598 -2.572
C 1.013 -4.457 -1.828
C 1.418 1.555 -2.462
C 2.415 1.779 -1.362
C 3.615 2.480 -1.304
C 1.412 -1.946 -3.613
C -3.471 1.818 1.062
C -4.016 -0.581 3.600
C -2.998 0.546 3.564
C 0.274 0.355 3.301
C 4.080 2.270 -0.010
H 0.891 -4.984 -2.775
H -0.005 0.825 4.243
H -4.372 1.305 1.392
H -0.611 -1.014 1.835
H -4.666 -0.451 4.464
H -4.640 -0.589 2.707
H 1.098 -2.674 -4.354
H 3.087 2.993 -3.649
H 1.118 -0.306 3.500
H -1.679 -1.554 -2.803
H -2.394 0.555 4.471
H -3.380 2.747 1.628
H 3.243 1.147 1.572
H 0.583 1.150 2.618
H -2.184 -2.953 -1.832
H 2.412 -2.050 -3.207
H -3.534 -1.555 3.692
H 2.071 -4.403 -1.575
H -1.590 -3.192 -3.478
H 4.981 2.638 0.455
H 0.974 -0.955 -3.656
H -1.741 1.337 -0.582
H -3.583 2.073 0.012
H 0.505 -5.036 -1.050
H -3.477 1.519 3.498
H -1.218 -1.197 3.453

---

60
Properties=species:S:1:pos:R:3 method="wB97M-V/def2-TZVPD" relative_energy_kcal_mol=7.76 total_energy_ev=-58442.2876 total_charge=+3 multiplicity=1 gap_ev=2.911 max_force_ev_per_a=7.42
Hf 1.772 1.526 -0.773
Cl 0.131 0.280 -2.315
P 2.188 -2.489 -0.839
P -1.351 3.028 0.586
O 2.229 -1.018 -0.543
O -0.047 2.724 -0.178
N -2.497 3.781 -0.319
N 2.938 -3.389 0.362
N 0.666 -3.132 -0.990
N -2.122 1.663 1.207
N -1.155 3.997 1.885
N 3.019 -2.859 -2.205
C -3.099 1.788 2.297
C -0.357 -2.729 0.016
C -2.091 4.722 -1.382
C -0.362 3.524 3.036
C 3.240 -2.775 1.634
C 0.381 -4.443 -1.554
C -3.877 3.905 0.125
C 3.833 -4.063 -2.438
C -2.521 0.752 0.148
C -1.341 5.438 1.880
C 2.601 -2.173 -3.449
C 2.672 -4.819 0.563
H -0.639 2.543 3.420
H 0.067 -5.154 -0.785
H -1.955 5.830 1.072
H -2.902 2.720 2.824
H 3.461 -5.290 1.142
H 1.202 -4.848 -2.139
H 0.123 -2.889 0.989
H -1.239 -3.340 -0.130
H 3.556 -1.734 1.596
H 0.662 3.404 2.654
H -2.131 5.795 -1.184
H -0.543 -1.659 -0.045
H -1.084 4.519 -1.744
H -3.002 0.929 2.957
H -0.359 4.232 3.858
H 3.915 -3.353 2.264
H -2.802 4.483 -2.173
H 1.725 -4.887 1.117
H -2.731 -0.256 0.515
H 4.471 -4.383 -1.617
H 2.325 -2.712 2.257
H -1.739 5.820 2.819
H -0.421 6.014 1.714
H 1.803 -2.681 -3.986
H -0.471 -4.398 -2.241
H -3.422 1.039 -0.406
H 2.501 -5.390 -0.345
H -1.771 0.633 -0.635
H -4.134 1.918 1.984
H -4.437 2.972 0.216
H -4.469 4.391 -0.650
H -3.949 4.410 1.089
H 2.310 -1.157 -3.191
H 3.519 -2.052 -4.022
H 4.541 -3.828 -3.231
H 3.168 -4.880 -2.718

---

19
Properties=species:S:1:pos:R:3 method="wB97M-V/def2-TZVPD" relative_energy_kcal_mol=32.97 total_energy_ev=-9817.3836 total_charge=+1 multiplicity=1 gap_ev=11.288 max_force_ev_per_a=3.44
O -0.498 -1.981 -3.049
N 2.067 -0.165 -0.740
N -0.037 -0.322 -1.429
N 0.601 0.646 0.701
C 0.812 0.059 -0.492
C -0.841 0.755 2.790
C -0.735 0.890 1.284
H -1.053 -0.217 -1.371
H -0.267 -0.112 3.157
H -1.091 1.915 1.061
H -1.477 0.179 0.873
H -0.555 -1.276 -3.734
H 1.407 0.898 1.277
H -0.470 1.662 3.295
H -1.429 -2.132 -2.770
H 2.724 -0.246 0.041
H -1.902 0.612 3.057
H 0.390 -0.717 -2.271
H 2.353 -0.448 -1.680